2 unconnected molecules or ions with the total composition C5H16N2O in a non-equilibrium geometry, computed with ωB97M-V with the def2-TZVPD basis set.

Bonds (Å) are listed after each position.
Geometry (Å):
1 C -0.13 -0.37 2.25  C2 1.530, N7 1.444, H8 1.100, H9 1.099
2 C 1.25 -0.45 1.58  C1 1.530, C3 1.543, H10 1.077, H11 1.084
3 C 1.38 -1.70 0.68  C2 1.543, C4 1.538, H12 1.087, H13 1.094
4 C 0.27 -1.86 -0.37  C3 1.538, C5 1.520, H14 1.086, H15 1.098
5 C 0.01 -0.78 -1.42  C4 1.520, N6 1.442, H16 1.087, H17 1.093
6 N -0.32 0.54 -0.93  C5 1.442, H18 1.017, H19 1.005
7 N -0.98 0.63 1.66  C1 1.444, H20 1.008, H21 1.070
8 H -0.70 -1.31 2.26  C1 1.100
9 H 0.03 -0.23 3.33  C1 1.099
10 H 1.98 -0.57 2.36  C2 1.077
11 H 1.50 0.49 1.10  C2 1.084
12 H 1.46 -2.60 1.28  C3 1.087
13 H 2.34 -1.52 0.18  C3 1.094
14 H 0.38 -2.79 -0.91  C4 1.086
15 H -0.66 -1.86 0.21  C4 1.098
16 H 0.85 -0.69 -2.11  C5 1.087
17 H -0.71 -1.21 -2.11  C5 1.093
18 H -0.48 1.26 -1.62  N6 1.017
19 H 0.39 0.85 -0.29  N6 1.005
20 H -1.94 0.39 1.84  N7 1.008
21 H -0.88 0.82 0.61  N7 1.070
22 H -0.18 3.01 -2.90  O24 0.963
23 H -1.29 3.62 -2.02  O24 0.962
24 O -1.13 3.03 -2.77  H22 0.963, H23 0.962

Values from the calculation:
**Expectation value of S²**: 0.76
**Total charge**: +1
**2S+1**: 2
**LUMO energy (spin up / spin down)**: -0.10124 / -0.28269 hartree

---

2 unconnected molecules or ions with the total composition C5H16N2O in a non-equilibrium geometry, computed with ωB97M-V with the def2-TZVPD basis set.

Bonds (Å) are listed after each position.
Geometry (Å):
1 C -0.10 1.46 1.79  N2 1.489, C7 1.516, H8 1.140, H9 1.043
2 N -0.81 1.42 0.48  C1 1.489, C3 1.495, H10 1.024
3 C 0.10 1.38 -0.72  N2 1.495, C4 1.610, H11 1.050, H12 1.083
4 C -0.27 0.20 -1.74  C3 1.610, C5 1.566, H13 1.107, H14 1.029
5 C 0.72 -1.01 -1.60  C4 1.566, N6 1.482, H15 1.097, H16 1.016
6 N 1.85 -0.79 -2.53  C5 1.482, H17 0.984, H18 1.005
7 C 0.74 0.21 1.99  C1 1.516, H19 1.082, H20 1.175, H21 1.101
8 H -0.90 1.46 2.60  C1 1.140
9 H 0.49 2.30 1.91  C1 1.043
10 H -1.34 0.55 0.45  N2 1.024
11 H 0.04 2.36 -1.09  C3 1.050
12 H 1.08 1.09 -0.36  C3 1.083
13 H -1.33 0.02 -1.48  C4 1.107
14 H -0.22 0.41 -2.75  C4 1.029
15 H 1.22 -0.82 -0.65  C5 1.097
16 H 0.31 -1.94 -1.66  C5 1.016
17 H 2.24 -1.66 -2.77  N6 0.984
18 H 1.59 -0.30 -3.37  N6 1.005
19 H 1.68 0.28 1.46  C7 1.082
20 H 1.01 0.07 3.12  C7 1.175
21 H 0.25 -0.63 1.49  C7 1.101
22 H -2.09 -1.82 2.78  O24 0.991
23 H -2.39 -2.91 1.82  O24 0.962
24 O -2.00 -2.03 1.82  H22 0.991, H23 0.962

Values from the calculation:
**Expectation value of S²**: 0.75
**Total charge**: +1
**2S+1**: 2
**LUMO energy (spin up / spin down)**: -0.09704 / -0.29207 hartree